Entry 1:
69
Properties=species:S:1:pos:R:3:mulliken_spin:R:1 method="wB97M-V/def2-TZVPD" multiplicity=2 e_tot_ha=-4514.7496 e_homo_ha="-0.0730 / -0.0782" total_charge=-1 orbital_gap_ha="0.1736 / 0.1786" largest_force_ev_per_a=1.56 lumo_ev="2.74 / 2.73"
H -4.96956 1.66022 -1.61412 0.0001
H 1.87137 -2.81750 5.46805 -0.0002
C 0.22162 2.13696 -2.49809 0.0193
C 0.24839 -3.57538 -2.13408 0.0010
H -3.90405 2.05445 -2.97030 0.0001
C 1.44539 -2.94393 -2.40131 0.0050
C -0.19543 0.68596 2.92141 0.0553
C 1.56562 -3.68945 2.21660 0.0157
H -1.44663 -2.73853 -0.91962 0.0027
C -0.46484 -2.65188 -1.35708 0.0128
N 2.26746 0.27767 0.43824 0.0045
N 1.76619 0.64999 -2.36339 -0.0052
C 1.92509 -3.79224 3.56234 -0.0063
H -1.67399 -1.48421 -3.61729 0.0000
N 1.42464 -1.73962 -1.79867 0.0032
N 0.65753 1.12116 -1.75845 -0.0179
C -1.99214 0.55040 -0.34469 -0.0203
H 3.36126 -0.93601 -2.62606 0.0001
Ge -3.07212 -0.12447 -1.83858 0.0040
H 0.00860 3.73950 -0.48054 0.0028
C 1.06433 2.33898 -3.59664 -0.0014
H 5.20760 0.28557 1.87994 0.0000
H 5.10070 -0.83275 -0.61877 0.0002
C 4.31790 -0.38712 -0.02729 -0.0014
C 0.93151 -2.56351 1.74167 -0.0088
C -0.84037 4.50619 1.28877 0.0182
H 2.30133 -3.26866 -2.96909 0.0005
H -0.93549 5.50565 0.87508 0.0015
C 4.35361 0.17520 1.23421 0.0007
H -0.17780 1.41723 4.94045 -0.0032
C 0.63701 -1.46762 2.57257 0.0116
H -4.94741 -1.29869 -0.54648 0.0000
C -0.31169 3.48295 0.52384 -0.0575
C 2.03716 1.36912 -3.46749 0.0101
C -2.30206 -0.59684 -3.62080 0.0001
H -5.11454 0.77690 -3.14451 0.0000
H -4.78396 -2.08019 -2.12320 -0.0001
H 0.97983 3.08956 -4.36350 0.0001
H -2.45187 0.11491 0.55713 -0.0053
H -1.72407 5.04477 3.18825 -0.0012
B 2.48274 -0.62482 -1.87110 0.0035
H 2.88517 1.13231 -4.08758 0.0007
N 3.05261 -0.31847 -0.47440 -0.0035
N 0.06912 -0.31973 2.04782 0.0150
C -1.10269 2.99748 3.12246 0.0131
H 2.61924 1.06719 2.34393 0.0001
H -1.70370 0.23681 -3.99704 0.0000
C -0.54031 1.96989 2.34663 -0.0102
H 0.64921 -2.50821 0.70709 -0.0079
H -0.07387 -4.54870 -2.46231 0.0002
C 3.03484 0.58284 1.47383 -0.0037
H -1.43250 2.80599 4.13811 0.0022
C -4.40765 1.23649 -2.44875 -0.0011
C 1.61668 -2.76079 4.41520 0.0112
C 0.62881 -0.54324 4.82995 0.0528
H -3.13307 -0.75956 -4.31166 -0.0001
H -2.28227 1.60588 -0.32237 0.0000
C -1.27380 4.25793 2.59391 -0.0106
C -4.22612 -1.66128 -1.28210 -0.0006
H 2.43008 -4.67613 3.93314 0.0002
V 0.09356 0.39256 0.04033 0.9490
C -0.18050 2.15625 0.98543 -0.0076
H -3.65299 -2.46620 -0.81602 -0.0002
H 0.86478 -0.61484 5.88520 0.0053
C 0.04602 0.57226 4.30636 -0.0235
C 0.96700 -1.60139 3.95219 -0.0170
N 0.25450 -1.55472 -1.16486 -0.0102
H -0.68745 2.65388 -2.24290 0.0002
H 1.79067 -4.50243 1.53628 0.0021

***

Entry 2:
74
Properties=species:S:1:pos:R:3:lowdin_charge:R:1 method="wB97M-V/def2-TZVPD" e_tot_ha=-5574.9917 e_homo_ha=-0.2056 total_charge=-1 orbital_gap_ha=0.2767 largest_force_ev_per_a=2.71 lumo_ev=1.93
C -1.63795 1.73452 -2.88547 -0.1012
O -1.88985 1.05252 -0.06787 -0.2324
C 2.10955 0.48262 1.33483 -0.4669
H -0.01175 4.20562 3.06043 0.1093
C -2.73415 -4.20038 1.43113 -0.3093
H 5.44985 -0.53948 1.92933 -0.0015
H -4.27335 0.64262 0.77633 0.1127
N -1.04285 -0.45458 2.13573 0.0762
Cl 2.06435 -4.29938 -2.13897 0.6230
H -2.45435 -1.16258 0.00563 0.0799
C -5.35645 1.03242 -1.01867 -0.0851
H -1.08215 -2.49828 3.82773 0.1055
H 2.87785 4.11762 -1.64247 0.1287
C 2.58095 5.98932 1.80833 -0.1205
S -3.05875 -5.87898 0.91603 0.4363
N 1.74215 2.42842 -1.33607 -0.0540
C -4.22165 0.92582 -0.26427 -0.0170
C 0.77795 4.51382 2.38943 -0.0165
Cl -0.29465 -3.87098 -3.78467 0.6078
C 1.57855 5.57742 2.69413 -0.0981
H -1.99265 -4.77878 3.32743 0.1146
O -1.70215 -6.30528 0.44453 -0.5683
H 2.80675 1.32022 1.20913 -0.0317
C 1.96845 1.99082 -2.68917 -0.2122
H 1.89245 -2.95518 2.40723 0.0140
O -3.43335 -6.65598 2.07723 -0.3374
H -0.70205 -0.35968 3.08823 0.0984
O -4.02675 -5.81108 -0.15807 -0.3436
Y 0.31935 0.84112 -0.07767 1.3941
H 5.31035 -2.28918 1.88763 -0.0017
N -0.44285 1.46702 -2.49017 -0.0331
C -2.86745 1.51662 -2.19587 -0.1411
H 2.47035 1.01692 -2.66207 0.0976
C -2.37195 -1.94118 0.74703 -0.0431
H 2.87585 -1.13918 -1.60047 -0.0355
H 3.50555 5.62442 -0.07677 0.1032
C 4.77095 -1.37068 2.10023 -0.2331
H 2.47885 -3.66138 0.92413 0.0007
H -6.19055 1.53452 -2.93557 0.0908
C 0.92965 3.75722 1.19123 -0.3580
C 2.21995 3.55552 -0.95787 -0.0933
H 1.42825 6.11632 3.62173 0.0990
H 0.70405 1.11002 -4.21597 0.1193
H 4.50875 -1.37208 3.15543 0.0002
C 1.99945 -2.78338 1.34123 -0.2202
C 0.28105 -2.44468 -1.69137 -0.3609
C -5.28685 1.42792 -2.35727 -0.1128
H -6.31575 0.80512 -0.57987 0.1018
H 2.60165 2.70432 -3.24237 0.1134
C 0.61285 1.85372 -3.41237 -0.2101
C -1.58465 -2.70358 2.89093 -0.0340
H -1.78035 2.18602 -3.88227 0.1277
C -4.06205 1.67982 -2.91807 -0.0614
Ge 3.09415 -1.16108 0.98483 0.7333
O 0.12155 2.79372 0.95883 -0.1777
N 0.19395 -1.36808 -1.29037 0.1831
H 1.80655 0.49822 2.38643 -0.0328
C 0.38665 -3.77378 -2.16097 -1.4337
C -2.92985 1.16042 -0.81137 -0.3540
H -4.00255 1.99182 -3.95367 0.1039
C -2.09255 -3.96468 2.62683 -0.0555
H 4.32245 -0.26358 -1.11247 0.0078
H 3.20045 6.83952 2.05413 0.0888
H -1.61605 0.34332 1.85653 0.0677
C 3.71815 -1.14538 -0.91427 -0.2422
H 0.36335 2.81742 -3.87927 0.1132
H 4.32605 -2.01678 -1.13417 0.0017
C -1.68295 -1.69218 1.93503 -0.3156
C 1.97385 4.18422 0.29923 -0.1494
C 2.74945 5.30772 0.63173 -0.0670
H -3.41615 -3.41528 -0.41907 0.1110
C -2.89665 -3.19348 0.50143 -0.0925
Cl -0.67055 -4.97098 -0.92147 0.7134
H 1.00235 -2.70558 0.92133 -0.0239

***

Entry 3:
99
Properties=species:S:1:pos:R:3:lowdin_charge:R:1 method="wB97M-V/def2-TZVPD" e_tot_ha=-5012.0645 e_homo_ha=-0.4464 total_charge=+1 orbital_gap_ha=0.2712 largest_force_ev_per_a=6.02 lumo_ev=-4.77
H 1.55222 -5.18491 -6.34773 0.1544
C -4.10316 -2.67722 1.12414 -0.1996
C 6.86222 6.67910 3.23931 -0.3269
H 4.57406 -0.52988 -0.04769 0.1202
H 1.88188 -5.17240 -4.60008 0.1535
P 3.42986 1.22055 1.53780 0.7328
H 1.59899 -3.97718 3.08258 0.0889
H -1.62467 -4.16357 1.73812 0.1261
O 5.77237 5.70076 0.20639 0.1481
C -0.37409 -2.86979 0.34650 -0.0110
S -4.44051 0.22893 0.55057 1.0880
H -2.48763 3.65852 -4.30670 0.1478
H -1.26176 -2.10497 7.21537 0.1844
H -1.97055 -3.19378 -5.54974 0.1405
H -4.79327 4.04777 -3.67767 0.1797
N -0.29698 -1.71523 -0.62349 0.0968
H -2.89866 -2.68404 -0.93708 0.1334
H 3.94502 -0.19857 3.16866 0.0710
H 0.86300 0.10568 -1.54827 0.1447
C -3.78311 -1.15833 1.59464 -0.2010
O 7.37093 7.08993 1.06996 0.0788
C 6.27381 6.27740 1.15714 -0.4967
H -2.81566 -0.24068 -5.62994 0.1310
C 0.89998 5.76083 4.46501 -0.5023
O 3.77191 2.73048 1.22032 -0.3421
H 1.51094 -5.08432 1.81997 0.1064
H -3.64628 -4.31657 -0.38123 0.1655
O -0.52306 -6.51933 -4.28594 0.1532
F 3.18286 3.37670 4.13975 0.0683
F -2.32311 -0.87547 1.83175 0.0122
O -5.47030 3.01973 -5.32362 0.1545
H -2.87019 3.66604 -6.04357 0.1536
C -0.90002 -5.21695 -4.42156 -0.4907
C -1.79528 -2.14179 -5.79897 -0.3240
O -2.01219 -0.95752 -3.87957 0.0702
C -1.24192 -2.78374 6.35608 -0.3184
H -3.68894 -1.61244 -4.90971 0.1548
C -3.23686 3.37905 -5.05232 -0.0679
F -4.45736 -0.65936 -0.90532 -0.1867
O 1.27694 4.45845 4.60062 0.1393
O -0.13251 6.22531 4.91898 0.1406
N 0.95322 -4.32604 2.31237 0.0244
C 2.91527 5.62149 3.52630 -0.0747
O 1.81694 6.48242 3.75088 0.0809
H 7.49753 5.84951 3.56744 0.1799
H 3.68188 5.80538 4.28649 0.1448
C -2.12114 -2.36606 5.22727 -0.0702
C 3.56285 0.06371 -0.02457 -0.1778
H -1.10408 -1.49509 -1.24631 0.1185
C 7.54855 7.65987 2.35120 -0.0736
F 1.38286 -7.60108 -4.74682 0.0898
H -1.39993 -4.87110 0.00951 0.1526
C -4.58018 3.94844 -4.74736 -0.3261
C 1.11527 -5.35629 -5.36027 -0.0554
F -4.00976 -3.52560 2.37386 -0.0068
O -0.50950 -1.75999 -5.36552 0.1484
F -6.08456 -0.07297 0.91993 -0.1557
O -5.35869 0.74218 -5.42360 0.1456
C 0.00278 -1.84634 4.80205 -0.4923
O 0.20210 -1.05347 -3.31512 0.0897
H 8.61036 7.76494 2.58976 0.1473
O 0.98946 -1.36669 4.26888 0.1128
H 7.08328 8.65100 2.37516 0.1519
C 0.49691 -6.70721 -5.24054 -0.3214
F -4.41419 -0.99704 2.95970 0.0063
H 0.06389 -7.08681 -6.17216 0.1835
C -2.69816 -1.18832 -5.09371 -0.0601
F -1.86216 -1.96853 -7.13806 0.0961
O 0.01694 -4.49536 -5.13568 0.0569
O -1.28306 -1.49822 4.49077 0.0663
O 5.81433 6.18471 2.43658 0.1151
O 1.79242 1.22138 2.21869 -0.2161
H 1.65943 0.37700 2.77196 0.0565
C 0.92400 -0.78550 -0.78157 0.0879
F -4.29158 1.29627 1.92538 -0.1830
H -2.42228 -3.20562 4.59178 0.1404
C -1.64878 -3.86515 0.60387 -0.1133
F -2.80500 0.70255 0.14917 -0.2224
F -5.49246 -2.92319 0.62805 0.0184
F -4.95910 1.59967 -0.34768 -0.1771
H -3.01954 -1.84588 5.57031 0.1527
O 4.46632 0.59498 2.81432 -0.2047
C 2.27747 -0.98174 0.12193 -0.1350
O -1.93251 -4.75247 -3.96759 0.1300
O 0.04702 -2.78838 5.78554 0.1480
C 2.32714 -2.21876 1.19668 0.0808
H 3.35222 5.79287 2.53883 0.1364
C -0.69529 -1.23930 -4.12011 -0.4734
H 1.86389 3.89097 2.71440 0.1545
C 0.97154 -3.16574 1.29514 -0.1037
C 2.29691 4.27057 3.64603 -0.3461
F -4.75012 5.13984 -5.36328 0.0899
C -4.81717 1.82489 -5.27402 -0.4935
F 6.32099 7.29717 4.31297 0.0809
F -1.53517 -4.04144 6.75592 0.0921
H 3.29111 -2.36024 1.84486 0.1233
H 3.39922 0.74581 -0.99048 0.1296
O -3.48122 1.98706 -5.02824 0.0478
C -3.08743 -3.34625 0.03531 -0.0691